DFT (the ωB97M-V functional and the def2-TZVPD basis) results for a molecular structure, C11H24CoF8N2O11S4 at a distorted geometry.

Summary:
Energy above the lowest of the compared OMol25 structures with the same formula, charge and spin = 14.66 kJ/mol
Expectation value of S² = 3.755
E_tot = -5145.129502 Ha
2S+1 = 4

Element x y z (Å)
Co  0.392  0.111  0.126
N  2.030  1.239  0.395
S  2.351  2.506  1.291
O  2.471  3.741  0.569
O  3.241  2.305  2.400
F  0.902  2.588  1.984
S  3.482  1.140  -0.501
O  4.657  0.915  0.268
O  3.496  2.008  -1.631
F  3.115  -0.290  -1.083
C  -2.431  -2.415  1.018
F  -3.701  -2.751  0.903
F  -2.329  -1.267  1.682
F  -1.776  -3.359  1.666
S  -1.756  -2.149  -0.729
O  -2.054  -3.349  -1.449
O  -2.369  -0.919  -1.166
N  -0.111  -1.772  -0.479
S  0.847  -3.069  -0.608
O  2.125  -2.670  -0.068
O  0.339  -4.325  -0.130
C  1.159  -3.312  -2.464
F  1.497  -4.568  -2.663
F  0.077  -3.032  -3.194
F  2.135  -2.495  -2.833
C  -3.778  1.636  0.711
C  -2.410  1.984  0.147
C  -2.130  3.489  0.335
O  -1.381  1.257  0.844
H  -3.876  1.970  1.747
H  -3.855  0.546  0.739
H  -4.615  2.015  0.130
H  -2.337  1.783  -0.914
H  -1.180  3.769  -0.118
H  -2.186  3.748  1.392
H  -2.905  4.025  -0.219
H  -1.500  1.467  1.777
C  2.555  -0.963  3.221
C  1.187  -1.525  2.907
C  0.442  -1.918  4.160
O  0.414  -0.540  2.166
H  3.104  -1.633  3.884
H  2.572  0.031  3.672
H  3.152  -0.863  2.310
H  1.257  -2.362  2.213
H  -0.504  -2.427  3.967
H  0.333  -1.060  4.828
H  0.999  -2.671  4.723
H  -0.059  0.053  2.758
C  -1.229  1.719  -3.586
C  -0.262  0.686  -3.046
C  1.009  0.598  -3.903
O  0.143  1.093  -1.703
H  -0.777  2.711  -3.649
H  -2.145  1.754  -2.998
H  -1.532  1.424  -4.592
H  -0.688  -0.313  -3.043
H  1.463  -0.386  -3.799
H  1.719  1.391  -3.667
H  0.739  0.699  -4.957
H  0.470  2.001  -1.741

=====

DFT (the ωB97M-V functional and the def2-TZVPD basis) results for a molecular structure, C11H24CsInKO7S2 at a distorted geometry.

Summary:
E_tot = -2566.634385 Ha
Total charge = -1

Element x y z (Å)
C  -3.400  4.430  -2.228
C  -3.088  3.217  -1.339
S  -1.295  2.835  -1.296
C  -0.756  2.316  0.380
In  1.485  2.535  0.510
C  2.030  3.459  2.444
C  0.914  3.308  3.507
C  1.417  2.884  4.911
C  1.175  1.440  5.277
O  0.981  1.063  6.392
O  1.263  0.532  4.255
H  -4.279  4.177  -2.826
H  -3.678  5.303  -1.622
H  -2.560  4.721  -2.860
H  -3.498  3.417  -0.372
H  -3.623  2.338  -1.804
H  -0.993  1.267  0.615
H  -1.121  2.957  1.185
H  1.938  3.641  -0.778
H  2.298  0.970  0.255
H  2.936  2.956  2.794
H  2.242  4.522  2.318
H  0.389  4.263  3.607
H  0.171  2.566  3.176
H  2.494  3.071  4.980
H  0.941  3.508  5.670
H  0.699  0.780  3.515
Cs  1.470  -0.225  -1.696
K  -3.387  2.893  1.338
O  -5.692  0.996  -4.727
S  -4.788  0.461  -3.692
O  -4.818  1.397  -2.497
O  -3.379  0.426  -4.175
O  -5.216  -0.880  -3.237
C  1.602  -7.080  -2.069
C  2.345  -6.927  -0.744
C  3.559  -6.110  -1.164
O  3.136  -5.288  -2.253
C  1.855  -5.727  -2.719
H  0.541  -7.300  -1.957
H  2.055  -7.876  -2.663
H  1.735  -6.363  -0.036
H  2.615  -7.874  -0.279
H  4.372  -6.758  -1.510
H  3.943  -5.473  -0.365
H  1.101  -4.996  -2.411
H  1.866  -5.773  -3.808

=====

DFT (the ωB97M-V functional and the def2-TZVPD basis) results for 4 unconnected molecules or ions with the total composition C11H24F4N5O3.

Summary:
E_tot = -1332.542835 Ha
Total charge = -1

Element x y z (Å)
N  0.290  -2.559  -2.494
N  -0.669  -3.558  -2.105
C  -1.544  -3.879  -3.054
F  -0.995  -4.070  -4.414
F  -2.147  -5.108  -2.773
C  -2.767  -2.963  -3.395
F  -3.768  -3.132  -2.480
F  -2.404  -1.643  -3.317
H  0.908  -2.936  -3.206
H  -0.133  -1.706  -2.847
H  -3.186  -3.125  -4.393
C  -1.122  1.264  -0.532
C  -0.667  2.135  -1.677
O  0.289  1.892  -2.390
N  -1.392  3.285  -1.898
C  -2.532  3.771  -1.165
H  -0.476  0.390  -0.475
H  -1.064  1.836  0.394
H  -2.153  0.943  -0.691
H  -1.057  3.822  -2.682
H  -3.421  3.851  -1.797
H  -2.341  4.752  -0.720
H  -2.760  3.087  -0.354
C  2.084  2.084  2.428
C  1.130  3.236  2.205
O  -0.059  3.045  2.031
N  1.648  4.498  2.176
C  3.026  4.894  2.331
H  1.500  1.169  2.387
H  2.842  2.045  1.645
H  2.589  2.163  3.392
H  0.958  5.213  2.002
H  3.161  5.562  3.185
H  3.402  5.398  1.438
H  3.641  4.014  2.497
C  1.285  -2.252  2.691
C  0.908  -2.351  1.215
O  0.981  -1.371  0.494
N  0.486  -3.558  0.769
C  0.364  -4.763  1.547
H  1.592  -1.226  2.875
H  0.439  -2.495  3.337
H  2.106  -2.924  2.947
H  0.171  -3.628  -0.208
H  0.983  -5.566  1.136
H  -0.669  -5.122  1.560
H  0.674  -4.597  2.576

=====

DFT (the ωB97M-V functional and the def2-TZVPD basis) results for a molecular structure, C11H24O15V3 at a distorted geometry.

Summary:
Energy above the lowest of the compared OMol25 structures with the same formula, charge and spin = 0.00 kJ/mol
E_tot = -4394.285652 Ha
Total charge = -1

Element x y z (Å)
O  3.807  1.255  -2.618
V  3.032  0.051  -1.812
O  2.586  -1.166  -2.774
O  0.471  4.650  0.311
V  0.827  3.390  -0.620
O  1.127  4.035  -2.104
O  2.959  1.865  2.739
V  2.446  0.617  1.870
O  1.691  -0.419  2.881
C  0.903  0.662  -0.334
O  1.588  -0.368  -0.084
O  0.707  1.477  0.623
O  1.108  1.126  -1.482
C  4.544  -0.214  0.403
O  4.164  0.961  0.141
O  4.168  -0.835  1.457
O  4.637  -1.037  -0.600
C  -1.775  -0.764  -2.704
C  -1.897  0.171  -3.898
C  -3.269  0.808  -4.107
O  -1.007  1.273  -3.656
H  -2.145  -0.259  -1.803
H  -0.734  -1.021  -2.474
H  -2.258  -1.743  -2.727
H  -1.751  -0.402  -4.822
H  -3.506  1.425  -3.236
H  -4.010  0.014  -4.201
H  -3.240  1.478  -4.963
H  -0.268  0.856  -3.191
C  1.129  -5.301  0.457
C  0.757  -3.851  0.173
C  -0.224  -3.306  1.234
O  1.912  -3.078  0.090
H  1.827  -5.665  -0.298
H  0.291  -6.004  0.490
H  1.572  -5.444  1.450
H  0.169  -3.954  -0.758
H  -0.615  -2.336  0.911
H  0.225  -3.218  2.220
H  -1.126  -3.929  1.223
H  1.604  -2.193  -0.188
C  -3.196  2.974  3.214
C  -1.840  2.554  2.703
C  -0.664  2.613  3.662
O  -2.013  1.195  2.259
H  -3.160  3.829  3.892
H  -3.681  2.172  3.776
H  -3.826  3.178  2.347
H  -1.646  3.110  1.773
H  0.193  2.222  3.108
H  -0.893  1.938  4.486
H  -0.364  3.620  3.952
H  -1.335  0.990  1.609